Molecular formula: C6H6BNO2
Method: DFT, wB97M-V/def2-TZVPD

Each line ends with the Mulliken charge.
Positions of all 16 atoms, in Å:
B: -0.86 1.91 -0.09  0.40
C: 1.35 -0.69 -0.84  -0.42
C: 0.66 -1.73 -0.37  -0.22
C: 1.48 0.56 -0.09  -0.16
C: -0.20 -1.58 0.81  -0.47
C: 0.57 1.45 0.33  -0.41
C: -1.17 -0.71 0.74  0.02
N: -2.07 -0.17 0.03  0.69
O: -3.06 -0.69 -0.45  -0.64
O: -2.01 1.26 -0.12  -0.43
H: -1.00 3.05 -0.35  -0.07
H: 1.00 2.23 0.95  0.28
H: 2.01 -0.82 -1.68  0.40
H: 0.71 -2.71 -0.82  0.41
H: 2.51 0.71 0.23  0.33
H: 0.07 -2.08 1.73  0.32

The SMILES is [O-][N+]1=C=C/C=C\C=C/BO1. For the largest force on an atom, the calculation gives 1.679 eV Å⁻¹. For the total energy, the calculation gives -12574.7853 eV. Its spin multiplicity is 1. For the molecular weight, the calculation gives 134.93 g/mol. As for the HOMO energy (spin up / spin down): -9.2 / -9.2 eV.